Entry from the Open Molecules 2025 dataset: C36H24BrHfN6O4S as an isolated structure (ωB97M-V with the def2-TZVPD basis set).

Properties
E_tot = -137026.97563 eV
Relative energy (zero: lowest compared OMol25 entry of this formula, charge and spin) = 8.214 eV

The geometry in ORCA input format:
```
! RIJCOSX wB97M-V def2-TZVPD def2/J DEFGRID3
* xyz 1 1
Hf -0.207 -1.569 -0.457
O 3.659 -0.078 -3.971
C 4.164 -1.220 -3.467
C 5.430 -1.655 -3.847
C 5.975 -2.799 -3.304
C 5.275 -3.537 -2.352
C 4.031 -3.112 -1.959
C 3.436 -1.968 -2.512
C 2.077 -1.684 -2.076
O 1.590 -2.347 -1.103
N 1.249 -0.856 -2.795
N -0.158 -0.857 -2.387
C 0.563 0.361 -2.275
C -0.246 0.685 0.067
C -1.507 2.684 -0.717
C -1.085 3.032 1.436
C -0.631 2.110 2.540
C -0.276 0.816 2.521
C 0.063 0.105 1.307
O 0.703 -1.036 1.284
H 4.259 0.276 -4.631
H 5.990 -1.075 -4.576
H 6.961 -3.118 -3.620
H 5.707 -4.435 -1.928
H 3.464 -3.670 -1.224
H 0.476 1.128 -3.033
H -1.928 3.036 -1.651
H -1.335 3.973 1.891
H -0.711 2.552 3.526
H -0.068 0.313 3.463
Br -0.879 4.832 6.986
C -1.888 4.694 5.392
C -1.867 5.736 4.474
C -2.645 5.656 3.329
C -3.393 4.507 3.060
C -3.382 3.460 3.980
C -2.650 3.567 5.160
N -4.315 4.522 1.991
N -4.543 3.609 1.170
C -3.721 2.548 0.697
C -4.447 1.612 0.034
C -3.906 0.397 -0.469
C -2.579 0.175 -0.479
O -2.089 -1.080 -0.523
C -1.597 1.269 -0.208
N 0.831 0.760 -0.924
C 1.614 1.951 -0.733
C 1.107 3.052 -0.209
C -0.348 3.352 0.054
C -2.236 2.465 0.590
H -1.259 6.612 4.661
H -2.670 6.476 2.618
H -3.987 2.579 3.788
H -2.673 2.768 5.893
H -5.521 1.764 0.019
H -4.564 -0.422 -0.744
H 2.663 1.871 -1.005
H 1.799 3.863 0.004
H -0.456 4.425 -0.075
S 0.157 -5.474 1.643
C -0.637 -3.988 1.437
N -0.789 -3.587 0.201
C -0.253 -4.530 -0.693
C -0.257 -4.422 -2.086
C 0.395 -5.386 -2.816
C 1.035 -6.463 -2.184
C 1.007 -6.605 -0.814
C 0.346 -5.624 -0.076
H -1.005 -3.423 2.287
H -0.774 -3.604 -2.572
H 0.414 -5.319 -3.898
H 1.550 -7.202 -2.785
H 1.485 -7.448 -0.324
*
```

Entry from the Open Molecules 2025 dataset: a 2-piece molecular cluster, C7H14O overall (ωB97M-V with the def2-TZVPD basis set).

Properties
SMILES = C=CCC(=C)CC.O
E_tot = -9530.01230 eV
Relative energy (zero: lowest compared OMol25 entry of this formula, charge and spin) = 3.754 eV

The geometry in ORCA input format:
```
! RIJCOSX wB97M-V def2-TZVPD def2/J DEFGRID3
* xyz 0 1
C 1.003 2.650 -0.271
C 0.294 2.041 0.636
C 0.664 0.552 0.814
C 0.762 -0.304 -0.498
C 1.830 -0.330 -1.301
C -0.381 -1.182 -0.811
C -0.144 -2.364 0.273
H 0.923 3.596 -0.671
H 1.769 1.963 -0.708
H -0.561 2.270 1.371
H 1.582 0.772 1.289
H -0.164 0.071 1.352
H 2.781 0.197 -1.197
H 1.992 -0.909 -2.208
H -1.346 -0.668 -0.645
H -0.467 -1.683 -1.740
H 0.965 -2.458 0.243
H -0.381 -2.181 1.358
H -0.823 -3.184 -0.049
O -3.103 -0.417 0.906
H -3.326 0.066 0.152
H -2.294 -0.893 1.155
*
```